Entry 1:
{"formula": "C35H28AuClF3N2O6Te", "method": "ωB97M-V/def2-TZVPD", "symbols": ["Au", "C", "C", "C", "C", "C", "O", "C", "C", "C", "C", "C", "C", "C", "O", "C", "C", "C", "N", "C", "C", "Te", "C", "C", "C", "C", "C", "C", "C", "C", "C", "C", "C", "C", "H", "H", "H", "H", "H", "H", "H", "H", "H", "H", "H", "H", "H", "H", "H", "H", "H", "H", "H", "H", "H", "H", "H", "H", "F", "C", "F", "F", "C", "C", "C", "N", "C", "C", "H", "H", "H", "H", "O", "Cl", "O", "O", "O"], "coordinates": [[1.5251, 0.0508, 1.7523], [-3.7368, 0.2018, -4.4059], [-2.7097, -0.0229, -3.3274], [-2.0019, -1.2539, -3.3410], [-0.8993, -1.3825, -2.5227], [-0.3528, -2.7378, -2.4087], [-0.4024, -3.4856, -3.3900], [0.2431, -3.3834, -1.1749], [0.9681, -4.5084, -1.3803], [1.5606, -5.1254, -0.3293], [1.3094, -4.7711, 0.9806], [0.6089, -3.6001, 1.1989], [0.0652, -2.9680, 0.1038], [-0.3898, -0.2773, -1.6288], [0.6681, -0.4982, -1.0196], [-1.2354, 0.9010, -1.5282], [-2.3329, 0.9784, -2.4131], [-0.9914, 1.9424, -0.5346], [-0.1664, 1.7891, 0.5017], [-0.0804, 2.8495, 1.4954], [-0.7280, 2.5206, 2.8226], [-0.0982, 0.6007, 3.6252], [-1.7628, -0.5496, 3.0452], [-2.5552, -1.0229, 4.0499], [-3.6838, -1.7820, 3.7025], [-3.9708, -2.0018, 2.3583], [-3.1854, -1.4848, 1.3484], [-2.0640, -0.7930, 1.7046], [-1.7517, 3.2233, -0.6780], [-3.0293, 3.2659, -0.1275], [-3.8378, 4.3464, -0.4340], [-3.3575, 5.4243, -1.1338], [-2.0119, 5.4855, -1.5324], [-1.2566, 4.3374, -1.3578], [-4.3161, 1.1615, -4.3333], [-4.4721, -0.5467, -4.3437], [-3.1696, 0.2377, -5.3194], [-2.3249, -2.1429, -3.8358], [1.3002, -4.7749, -2.3960], [2.2134, -5.9858, -0.4909], [1.7367, -5.3063, 1.8706], [0.4266, -3.1887, 2.1653], [-0.5740, -2.0603, 0.1931], [-2.9953, 1.8472, -2.2600], [-0.4261, 3.8403, 1.1387], [0.9997, 2.9387, 1.6416], [-1.8233, 2.5603, 2.7133], [-0.4770, 3.2850, 3.5318], [-2.2848, -1.0038, 5.0912], [-4.3080, -2.2920, 4.4451], [-4.7751, -2.7124, 2.0259], [-3.4399, -1.7161, 0.3438], [-1.3755, -0.5206, 0.9364], [-3.4119, 2.4062, 0.5458], [-4.8076, 4.2800, -0.0653], [-3.9562, 6.2193, -1.4202], [-1.6061, 6.3965, -1.9910], [-0.1918, 4.3597, -1.6823], [6.9811, -0.2889, -2.4721], [6.4615, -1.4351, -2.1099], [7.3979, -2.1399, -1.4079], [6.2201, -2.1113, -3.2577], [5.2545, -1.1960, -1.2411], [5.2825, -0.1284, -0.3765], [4.2405, 0.0372, 0.5049], [3.1883, -0.7874, 0.5604], [3.1554, -1.8517, -0.2455], [4.1458, -2.0698, -1.2105], [6.0888, 0.5677, -0.4019], [4.1899, 0.8636, 1.2140], [2.2514, -2.4778, -0.2289], [4.0843, -2.8539, -1.9252], [3.4008, 1.4542, 5.0560], [3.3470, 2.4793, 4.0518], [4.0237, 3.6859, 4.4321], [3.9893, 1.9134, 2.8055], [1.9991, 2.7888, 3.7262]], "forces_ev_per_angstrom": [[0.20, -0.83, -0.41], [0.12, 1.92, 0.94], [0.45, 0.45, 0.36], [0.34, 1.70, 1.39], [-0.01, 0.90, 1.41], [0.36, -0.85, -0.98], [-0.15, 0.36, 0.32], [-0.94, 0.72, -1.16], [1.93, -0.43, -1.91], [0.84, -2.27, 1.08], [0.78, 0.25, 1.54], [-0.61, -0.39, -0.31], [-1.93, 2.29, 0.73], [-0.82, -1.34, -0.89], [0.68, 0.52, 0.36], [0.17, -0.68, -0.36], [-0.38, -0.30, 0.04], [1.93, -0.08, 2.09], [-2.25, 0.16, -2.01], [1.17, 0.23, -0.72], [-0.83, -0.22, -0.60], [0.29, 0.75, 0.03], [0.63, 0.68, -0.60], [-1.38, -1.39, 0.20], [-0.18, -0.44, -0.31], [-1.28, -1.16, 0.00], [-0.21, -0.28, 0.85], [0.44, 0.35, 0.11], [-0.43, -0.36, 0.03], [-0.08, -1.13, 0.63], [0.95, -0.47, 0.24], [1.70, -0.40, -0.25], [-0.74, -0.49, 0.14], [1.48, 0.29, -0.08], [0.78, -0.61, 0.18], [-0.89, -1.29, -0.55], [-0.33, -0.25, -0.79], [-0.30, -0.20, -0.70], [-0.66, -0.04, 0.50], [-0.18, 0.17, -0.14], [-0.31, 0.40, -1.20], [-0.04, 0.07, 0.65], [0.88, -0.97, 0.35], [0.35, -0.41, -0.61], [-0.10, -0.44, 0.26], [-0.10, 0.31, 0.33], [0.22, -0.49, 0.13], [0.38, 0.14, 0.55], [0.13, 0.53, 0.23], [0.36, 0.38, -0.11], [0.56, 0.92, 0.73], [0.10, -0.01, -0.84], [0.38, 0.69, -0.27], [0.67, 1.44, -1.40], [-1.77, 0.36, 0.38], [-1.35, 1.43, -0.16], [-0.17, -0.57, 0.12], [-0.90, -0.31, 0.17], [0.98, 1.07, -0.28], [-0.61, -0.94, 0.16], [-0.29, 0.30, -0.51], [-0.13, -0.16, 0.56], [-1.09, -1.19, -0.03], [-0.06, -0.20, 0.00], [-0.49, 0.49, 0.51], [0.03, 0.06, 0.16], [-0.39, -0.07, -1.12], [0.88, 1.14, 0.86], [0.39, 0.39, 0.15], [0.26, -0.16, -0.30], [0.78, 0.49, 0.12], [-0.19, -0.66, -0.26], [-0.05, 0.35, 0.34], [2.45, -1.35, -2.15], [0.10, -0.30, 0.27], [-0.77, 1.06, 1.79], [-1.76, 0.33, 0.01]], "gap_ev": 6.67, "total_charge": -1, "fmax_ev_per_a": 3.52}

---

Entry 2:
{"formula": "C16H17N2S2Tc", "method": "ωB97M-V/def2-TZVPD", "symbols": ["Tc", "C", "C", "S", "C", "C", "S", "H", "H", "H", "H", "H", "H", "C", "N", "C", "C", "C", "C", "C", "N", "C", "C", "C", "C", "C", "C", "H", "H", "H", "H", "H", "H", "H", "H", "H", "H", "H"], "coordinates": [[-0.3922, 0.4172, 0.5127], [-2.0669, 4.6186, -0.5300], [-1.2248, 3.5135, 0.0418], [-1.9128, 1.8678, -0.0684], [-0.0383, 3.6359, 0.6221], [0.7317, 4.8983, 0.8466], [0.7391, 2.1454, 1.2289], [-3.0074, 4.2326, -0.9192], [-1.5464, 5.1200, -1.3470], [-2.2995, 5.3645, 0.2309], [0.2390, 5.7448, 0.3717], [1.7406, 4.8145, 0.4397], [0.8256, 5.1068, 1.9139], [-1.6388, 0.0011, 3.2696], [-1.0075, -0.5434, 2.0522], [-0.8324, -1.9020, 1.9752], [-0.2511, -2.4334, 0.8680], [0.0718, -3.7587, 0.4725], [0.6585, -3.6583, -0.7625], [0.6814, -2.2773, -1.1000], [0.1477, -1.5357, -0.1439], [-0.9773, -0.5135, 4.5235], [0.3907, -0.3289, 4.7164], [1.0019, -0.8001, 5.8662], [0.2499, -1.4553, 6.8352], [-1.1112, -1.6383, 6.6493], [-1.7234, -1.1717, 5.4919], [-2.6979, -0.2682, 3.2551], [-1.5725, 1.0848, 3.2051], [-1.1517, -2.5187, 2.8091], [-0.1144, -4.6521, 1.0470], [1.0364, -4.4584, -1.3771], [1.0723, -1.8344, -2.0047], [0.9766, 0.1921, 3.9668], [2.0635, -0.6513, 6.0131], [0.7270, -1.8197, 7.7350], [-1.6989, -2.1457, 7.4026], [-2.7880, -1.3167, 5.3477]], "forces_ev_per_angstrom": [[-0.05, 0.07, 0.08], [0.06, -0.01, 0.01], [-0.23, -0.05, -0.12], [0.20, -0.06, 0.02], [0.18, -0.01, 0.13], [-0.05, -0.02, -0.04], [-0.05, -0.08, -0.12], [0.00, 0.00, 0.00], [0.00, 0.00, 0.00], [0.00, 0.00, 0.01], [0.00, 0.00, 0.01], [0.00, -0.01, 0.00], [0.00, -0.01, 0.00], [0.01, -0.05, 0.07], [0.08, -0.30, -0.15], [-0.10, 0.27, 0.16], [0.02, 0.00, -0.06], [0.04, 0.05, -0.08], [-0.03, 0.00, 0.04], [0.02, 0.05, -0.03], [-0.05, 0.05, 0.08], [-0.02, 0.01, -0.01], [-0.02, 0.00, 0.01], [-0.02, -0.01, 0.01], [0.00, 0.01, -0.02], [0.00, 0.00, -0.01], [0.03, -0.03, 0.02], [-0.01, 0.02, 0.00], [0.01, 0.01, -0.03], [-0.01, 0.04, 0.01], [0.01, 0.00, -0.01], [0.00, 0.01, 0.00], [-0.01, 0.01, 0.01], [0.00, 0.00, 0.00], [0.00, 0.00, 0.00], [0.00, 0.00, 0.00], [0.00, 0.00, 0.00], [0.00, 0.01, 0.00]], "de_lowest_kcal_mol": 0.7, "multiplicity": 2, "gap_ev": [5.83, 6.64], "total_charge": 1, "fmax_ev_per_a": 0.34}

---

Entry 3:
{"formula": "C32H49N5O6S3", "method": "ωB97M-V/def2-TZVPD", "symbols": ["O", "S", "O", "C", "C", "C", "C", "H", "H", "H", "H", "H", "H", "H", "H", "O", "S", "O", "C", "C", "C", "C", "H", "H", "H", "H", "H", "H", "H", "H", "O", "S", "O", "C", "C", "C", "C", "H", "H", "H", "H", "H", "H", "H", "H", "C", "C", "C", "N", "C", "H", "H", "H", "H", "H", "C", "C", "C", "N", "C", "H", "H", "H", "H", "H", "C", "C", "C", "N", "C", "H", "H", "H", "H", "H", "C", "C", "C", "N", "C", "H", "H", "H", "H", "H", "C", "C", "C", "N", "C", "H", "H", "H", "H", "H"], "coordinates": [[2.7837, 18.6966, -0.0126], [2.3145, 20.0819, -0.0101], [3.2723, 21.0846, 0.4050], [1.6678, 20.5805, -1.6501], [0.1394, 20.8509, -1.4749], [-0.1001, 21.0780, 0.0037], [0.7736, 20.1814, 0.9556], [1.8325, 19.8078, -2.4009], [2.2663, 21.4840, -1.7675], [-0.1786, 21.6346, -2.1625], [-0.4310, 19.9804, -1.7987], [-1.1649, 20.9253, 0.1792], [-0.0135, 22.1341, 0.2589], [0.2856, 19.2074, 0.9927], [0.9791, 20.6469, 1.9196], [11.3624, 19.6937, 7.8406], [9.9274, 20.0249, 8.2043], [9.0541, 18.9307, 8.5581], [10.0103, 21.4794, 9.3614], [10.2054, 22.6274, 8.3960], [9.3198, 22.3962, 7.1708], [9.2204, 20.9298, 6.7487], [10.6987, 21.2816, 10.1830], [8.9691, 21.4998, 9.6830], [10.0009, 23.6163, 8.8063], [11.2703, 22.7325, 8.1886], [9.6264, 23.0765, 6.3762], [8.3022, 22.6030, 7.5024], [9.4764, 20.4598, 5.7991], [8.1857, 20.5882, 6.7223], [-2.6920, 13.5221, -8.2782], [-1.6585, 12.7739, -7.5502], [-0.5140, 12.1069, -8.1235], [-1.0015, 13.8465, -6.2310], [-1.5826, 13.4847, -4.9348], [-1.7598, 11.9830, -5.0821], [-2.5064, 11.6793, -6.3680], [-1.0814, 14.8483, -6.6531], [0.0785, 13.7027, -6.1994], [-1.0637, 13.8178, -4.0360], [-2.5856, 13.9113, -4.9263], [-2.3542, 11.6286, -4.2400], [-0.8117, 11.4452, -5.0874], [-3.5451, 12.0096, -6.3622], [-2.4204, 10.6586, -6.7405], [0.5420, 31.2164, 2.0392], [-0.1265, 31.9667, 3.0808], [-1.3479, 31.3566, 3.3179], [-1.5026, 30.3450, 2.4005], [-0.3768, 30.2264, 1.5983], [1.5220, 31.5107, 1.6937], [0.2635, 32.8384, 3.5852], [-2.1564, 31.4646, 4.0258], [-2.2665, 29.6864, 2.3481], [-0.2914, 29.4589, 0.8433], [8.9194, 19.9783, -8.3428], [8.5063, 20.2554, -7.0080], [7.9704, 19.0446, -6.6493], [8.0283, 18.0902, -7.5477], [8.5163, 18.6617, -8.6703], [9.4828, 20.6405, -8.9835], [8.6953, 21.1765, -6.4768], [7.6637, 18.7374, -5.6604], [7.9564, 17.0870, -7.4554], [8.7505, 17.9693, -9.4653], [11.4300, 27.0287, -1.1001], [12.0154, 26.0399, -1.8265], [11.3868, 24.8398, -1.4769], [10.2423, 25.0892, -0.8108], [10.3333, 26.4266, -0.5242], [11.8507, 28.0221, -1.0497], [12.8871, 26.2176, -2.4388], [11.6588, 23.8403, -1.7824], [9.5601, 24.4466, -0.4343], [9.5851, 26.8280, 0.1433], [7.4097, 12.6392, -3.3618], [6.3032, 12.4626, -4.1465], [6.4770, 11.4658, -5.0645], [7.7681, 11.1615, -4.9604], [8.3633, 11.8102, -3.8829], [7.4951, 13.2741, -2.4924], [5.3687, 12.9752, -3.9719], [5.8286, 11.0799, -5.8372], [8.3097, 10.5237, -5.5260], [9.3608, 11.5584, -3.5544], [3.0544, 23.8925, 9.3762], [3.3148, 22.5405, 9.7083], [3.6170, 22.4043, 11.0090], [3.8813, 23.6429, 11.4866], [3.4005, 24.5370, 10.5288], [2.7058, 24.3513, 8.4627], [3.2146, 21.6419, 9.1177], [3.7473, 21.5557, 11.6642], [4.1791, 23.8619, 12.4265], [3.3634, 25.5860, 10.7828]], "forces_ev_per_angstrom": [[-0.67, 1.06, -0.19], [0.94, -1.98, 0.18], [-0.73, 0.11, -0.02], [-0.74, 0.06, 0.70], [1.41, -0.85, -0.32], [-1.15, 0.96, 1.11], [-0.55, 1.05, -2.04], [0.47, 0.16, 0.22], [-0.21, -0.02, -0.61], [-0.01, 0.34, 0.47], [0.20, -0.25, 0.03], [-0.04, -0.36, 0.30], [0.59, 0.07, 0.00], [0.55, -0.11, 0.30], [-0.05, -0.23, -0.13], [-3.25, 0.86, 1.09], [3.99, -0.87, -2.28], [0.08, 0.65, 0.54], [-1.62, -0.97, -0.93], [1.33, 0.30, 0.19], [-0.20, 0.09, -0.44], [-0.79, -1.11, 1.27], [0.03, 0.08, -0.35], [-0.03, 0.07, 0.64], [-0.53, -0.18, 0.35], [0.09, -0.42, -0.56], [-0.26, -0.09, -0.04], [0.00, 0.63, -0.21], [1.48, 0.62, 0.11], [-0.35, 0.34, 0.63], [1.54, -0.99, 0.17], [-1.07, 0.86, 1.32], [-0.56, 0.05, -0.67], [2.12, 1.36, -1.92], [-1.65, -0.16, -0.19], [-0.58, -1.00, 1.22], [0.37, 0.40, -0.79], [-0.53, 0.22, 0.44], [0.09, -0.45, -0.24], [0.22, -0.15, -0.26], [-0.22, 0.10, 0.47], [0.13, -0.32, 0.07], [0.12, 0.10, 0.09], [0.04, -0.07, 0.10], [0.00, 0.05, 0.18], [-2.08, -0.16, 0.16], [-0.26, -1.09, -0.25], [0.06, -0.26, -0.63], [1.02, -0.38, -0.64], [1.07, 1.54, 1.30], [-0.13, -0.45, -0.34], [-0.02, -0.18, 0.06], [0.27, 0.50, 0.06], [0.12, 0.33, 0.18], [-0.05, 0.13, 0.10], [-0.44, -0.96, -1.09], [0.31, -1.34, -1.78], [-0.64, 0.65, 5.21], [-0.04, -0.22, -1.87], [2.00, 0.93, -0.66], [-0.25, -0.03, -0.16], [-0.35, -0.33, 0.21], [-0.23, 0.27, 0.16], [-0.43, 0.45, 0.39], [0.06, 0.59, -0.42], [-1.56, 0.65, 0.68], [1.35, -2.61, -0.09], [1.14, -1.04, -2.67], [1.32, 1.55, 0.56], [-1.89, 1.44, 1.60], [-0.70, 0.13, 0.23], [0.07, -0.60, 0.04], [-0.16, 0.04, -0.13], [0.39, 0.17, -0.11], [0.04, 0.26, -0.11], [1.58, 0.13, 0.72], [-3.59, 0.45, 0.05], [-0.48, 1.16, -0.54], [2.92, -1.32, 0.68], [-0.05, -0.48, -0.62], [0.07, -0.02, -0.16], [-0.09, -0.05, -0.09], [0.14, 0.05, 0.11], [-0.44, -0.02, 0.06], [-0.06, 0.10, -0.22], [0.77, -0.10, 1.05], [-1.39, -2.12, -1.58], [1.66, -0.39, 0.99], [-1.55, 1.31, -0.27], [0.82, 1.33, 0.96], [0.08, -0.20, 0.12], [-0.33, 0.24, -0.40], [0.19, -0.16, -0.43], [-0.35, 0.11, -0.30], [0.11, 0.00, -0.15]], "de_lowest_kcal_mol": 65.0, "gap_ev": 8.23, "smiles": "O=S1(=O)CCCC1.O=S1(=O)CCCC1.O=S1(=O)CCCC1.c1cc[nH]c1.c1cc[nH]c1.c1cc[nH]c1.c1cc[nH]c1.c1cc[nH]c1", "total_charge": 0, "fmax_ev_per_a": 5.29}

---

These records have total energy values of -83668.8924; -43710.1781; -86213.3505 eV, in the order they appear.